C4H10O2 | ωB97M-V/def2-TZVPD

Output
Maximum force, eV Å⁻¹: 0.448
Relative energy (zero: lowest compared OMol25 entry of this formula, charge and spin), kJ/mol: 93.17
SMILES: OCCCCO
LUMO level, eV: 0.9
Orbital gap, hartree: 0.3942

The geometry in ORCA input format:
```
! RIJCOSX wB97M-V def2-TZVPD def2/J DEFGRID3
* xyz 0 1
O -0.9755 -1.6805 -1.0302
C 0.3198 -1.6210 -0.4871
C 0.9604 -0.2237 -0.4862
C 0.6430 0.6465 0.7443
C -0.7437 1.3279 0.7665
O -1.6676 0.8305 -0.1967
H -1.4983 -0.9862 -0.5946
H 0.3449 -2.0134 0.5461
H 0.9305 -2.2963 -1.0965
H 0.7049 0.2761 -1.4323
H 2.0481 -0.3560 -0.5073
H 1.4133 1.4223 0.8417
H 0.7473 0.0123 1.6344
H -0.6443 2.4145 0.6431
H -1.2319 1.1632 1.7300
H -1.3509 1.0839 -1.0751
*
```

***

CH3IO2 | ωB97M-V/def2-TZVPD

Output
Maximum force, eV Å⁻¹: 5.227
Relative energy (zero: lowest compared OMol25 entry of this formula, charge and spin), kJ/mol: 150.84
SMILES: OC(O)I
LUMO level, eV: 0.4
Orbital gap, hartree: 0.3768

The geometry in ORCA input format:
```
! RIJCOSX wB97M-V def2-TZVPD def2/J DEFGRID3
* xyz 0 1
O 0.0256 1.2129 0.4133
C 0.6933 0.2495 -0.1735
O 0.1036 -1.2374 0.3278
I 2.7667 -0.0382 -0.0078
H 0.2054 1.5429 1.3517
H 0.3330 0.1197 -1.2227
H -0.7879 -1.0705 0.2724
*
```

***

C6H12N2O4 | ωB97M-V/def2-TZVPD

Output
Maximum force, eV Å⁻¹: 3.712
Relative energy (zero: lowest compared OMol25 entry of this formula, charge and spin), kJ/mol: 133.50
SMILES: C[C@H](N)C(=O)N[C@@H](CO)C(=O)O
LUMO level, eV: 0.5
Orbital gap, hartree: 0.3675

The geometry in ORCA input format:
```
! RIJCOSX wB97M-V def2-TZVPD def2/J DEFGRID3
* xyz 0 1
C -3.6298 0.1766 0.3864
C -2.4185 -0.3993 -0.3247
N -2.0877 -1.6954 0.3292
C -1.1392 0.5248 -0.3011
O -1.1611 1.7589 -0.3059
N -0.1066 -0.3032 -0.2554
C 1.2979 0.2273 -0.2904
C 1.8134 1.4796 0.4787
O 1.2870 2.6839 0.0128
C 2.0929 -1.0465 -0.0818
O 3.2655 -1.0042 0.2826
O 1.4311 -2.1909 -0.2448
H -4.2702 -0.6354 0.6309
H -3.3800 0.7870 1.3832
H -4.0867 0.8180 -0.3374
H -2.6983 -0.6057 -1.3881
H -2.5807 -2.4222 -0.1397
H -2.3235 -1.7204 1.3602
H -0.3752 -1.2997 -0.0530
H 1.4792 0.4566 -1.2841
H 2.8887 1.5647 0.1517
H 1.7181 1.3785 1.5446
H 0.2935 2.6339 0.1688
H 2.0157 -2.7216 0.2854
*
```